[1]
A gas-phase ion, C5H11N4 (charge +1) at a distorted geometry, computed with ωB97M-V/def2-TZVPD.

Bonds (Å) are listed after each position.
Geometry (Å):
1 C 1.52262 -1.52944 -0.45704  C2 1.404, N6 1.285, H10 1.107
2 C 1.19863 -0.54723 -1.40700  C1 1.404, N7 1.268, H11 1.088
3 C 0.95000 -0.26607 1.47037  N6 1.373, N9 1.302
4 C 0.28445 1.61216 -1.92887  N7 1.441, H12 1.131, H13 1.048, H14 1.147
5 C -1.38691 -0.89540 1.31614  N9 1.393, H15 1.070, H16 1.096, H17 1.092
6 N 1.33462 -1.40598 0.80772  C1 1.285, C3 1.373, H18 0.990
7 N 0.63925 0.53168 -1.04384  C2 1.268, C4 1.441
8 N -0.70228 1.15063 2.22554  N9 1.394, H19 1.014, H20 1.018
9 N -0.32401 -0.05195 1.63156  C3 1.302, C5 1.393, N8 1.394
10 H 2.38612 -2.15078 -0.76160  C1 1.107
11 H 1.67038 -0.69657 -2.37626  C2 1.088
12 H 1.21572 2.25204 -1.88651  C4 1.131
13 H 0.18699 1.10564 -2.84076  C4 1.048
14 H -0.72089 2.00273 -1.53789  C4 1.147
15 H -1.72824 -0.57380 0.35466  C5 1.070
16 H -0.97250 -1.90790 1.25124  C5 1.096
17 H -2.21340 -0.76903 2.01791  C5 1.092
18 H 1.69617 -2.13433 1.37274  N6 0.990
19 H -0.14669 1.99442 2.13534  N8 1.014
20 H -1.71238 1.22403 2.32367  N8 1.018

calculated total energy: -11312.370 eV
charge: +1
molar mass: 127.17 g mol⁻¹



[2]
C5H10O in the gas phase at a distorted geometry, computed with ωB97M-V/def2-TZVPD.

Bonds (Å) are listed after each position.
Geometry (Å):
1 C 0.25568 1.07881 1.85179  C2 1.487, H7 1.098, H8 1.095, H9 1.096
2 C 0.10442 0.26214 0.61782  C1 1.487, C3 1.555, O6 1.335
3 C -0.80235 0.69397 -0.56867  C2 1.555, C4 1.420, H11 1.095, H12 1.119
4 C -0.66674 0.07471 -1.83955  C3 1.420, H13 1.084, H14 1.083
5 C 0.68758 -1.67886 -0.28788  O6 1.434, H10 1.096, H15 1.093, H16 1.087
6 O 1.17673 -0.47165 0.31206  C2 1.335, C5 1.434
7 H 0.54773 0.39419 2.65862  C1 1.098
8 H -0.70250 1.53884 2.11619  C1 1.095
9 H 1.02971 1.85198 1.78732  C1 1.096
10 H -0.40422 -1.61033 -0.21862  C5 1.096
11 H -1.82255 0.88489 -0.21998  C3 1.095
12 H -0.27187 1.67753 -0.62049  C3 1.119
13 H 0.29007 0.05741 -2.34870  C4 1.084
14 H -1.49739 -0.44398 -2.30303  C4 1.083
15 H 1.07510 -1.81888 -1.29994  C5 1.093
16 H 1.00059 -2.49077 0.36304  C5 1.087

calculated total energy: -7390.151 eV
molar mass: 86.13 g mol⁻¹